Record 1
{
  "formula": "C6H14N2O2",
  "method": "ωB97M-V/def2-TZVPD",
  "e_tot_ha": -496.54388,
  "gap_ev": [10.64, 4.53],
  "lumo_energy_ev": [-3.12, -8.91],
  "homo_ev": [-13.760, -13.443],
  "spin_multiplicity": 2,
  "charge": 1,
  "elements": ["C", "C", "C", "O", "N", "H", "H", "H", "H", "H", "H", "H", "C", "C", "C", "O", "N", "H", "H", "H", "H", "H", "H", "H"],
  "coordinates": [[-0.951, -2.233, -1.192], [0.676, 0.999, -2.495], [-0.115, -1.260, -1.953], [0.976, -1.540, -2.546], [-0.301, 0.203, -1.763], [-1.809, -1.980, -0.670], [-1.230, 0.507, -2.136], [0.714, 2.003, -2.295], [-1.297, -2.649, -2.127], [-0.550, -3.002, -0.358], [1.759, 0.555, -2.386], [0.585, 1.307, -3.622], [-0.628, 2.288, 0.810], [0.639, -0.982, 2.649], [0.070, 0.418, 2.438], [-0.275, 0.992, 3.408], [-0.048, 0.927, 1.052], [0.534, 0.582, 0.413], [-1.559, 2.501, 1.097], [0.046, 3.157, 0.806], [0.427, -1.577, 1.841], [-1.091, 2.018, -0.211], [1.857, -0.920, 2.552], [0.310, -1.403, 3.640]]
}



Record 2
{
  "formula": "C6H14N2O2",
  "method": "ωB97M-V/def2-TZVPD",
  "e_tot_ha": -496.60999,
  "gap_ev": [8.18, 4.06],
  "lumo_energy_ev": [-4.80, -8.92],
  "homo_ev": [-12.984, -12.983],
  "spin_multiplicity": 2,
  "charge": 1,
  "elements": ["C", "C", "C", "O", "N", "H", "H", "H", "H", "H", "H", "H", "C", "C", "C", "O", "N", "H", "H", "H", "H", "H", "H", "H"],
  "coordinates": [[2.873, 1.742, -0.025], [1.622, 2.644, 0.400], [2.503, 0.229, 0.051], [1.453, -0.284, -0.419], [3.477, -0.663, 0.436], [3.240, 2.021, -1.062], [3.813, 1.937, 0.654], [0.506, 2.334, 0.046], [3.077, -1.669, 0.443], [4.278, -0.416, 1.254], [1.577, 3.594, -0.113], [1.783, 2.729, 1.445], [-2.158, -1.568, 0.554], [-2.037, -0.632, 1.825], [-2.742, -0.813, -0.661], [-3.374, -1.291, -1.574], [-2.036, 0.287, -1.085], [-1.151, -2.096, 0.483], [-2.836, -2.434, 0.876], [-1.341, 0.154, 1.840], [-1.978, 0.380, -2.177], [-1.097, 0.531, -0.828], [-1.983, -1.194, 2.779], [-2.966, -0.251, 1.984]]
}



Record 3
{
  "formula": "C6H14N2O2S",
  "method": "ωB97M-V/def2-TZVPD",
  "e_tot_ha": -895.08099,
  "gap_ev": 9.81,
  "lumo_energy_ev": 0.73,
  "homo_ev": -9.080,
  "elements": ["C", "C", "C", "C", "C", "C", "N", "N", "O", "O", "S", "H", "H", "H", "H", "H", "H", "H", "H", "H", "H", "H", "H", "H", "H"],
  "coordinates": [[1.312, 2.225, 0.920], [-1.789, 0.022, -1.256], [-2.572, -0.606, 1.002], [3.148, -0.105, -1.513], [-0.248, -0.852, 0.444], [-1.501, 0.030, 0.214], [1.364, 0.914, 1.257], [1.162, -0.059, 0.277], [0.979, 2.614, -0.162], [3.629, -0.704, 1.026], [2.623, -1.021, 0.007], [1.807, 2.780, 1.776], [-2.886, -0.009, -1.568], [-1.313, 0.879, -1.730], [-1.385, -0.889, -1.777], [-2.754, -1.698, 0.792], [-3.571, -0.211, 0.739], [-2.205, -0.604, 1.957], [3.233, -0.803, -2.323], [4.087, 0.389, -1.374], [2.277, 0.717, -1.636], [-0.225, -1.228, 1.404], [-0.157, -1.544, -0.398], [-1.169, 1.078, 0.502], [1.632, 0.606, 2.167]]
}



Record 4
{
  "formula": "C6H14N2Si",
  "method": "ωB97M-V/def2-TZVPD",
  "e_tot_ha": -635.95941,
  "gap_ev": 9.53,
  "smiles": "C[Si](C)(C)N1CCC=N1",
  "lumo_energy_ev": 0.94,
  "homo_ev": -8.593,
  "elements": ["C", "Si", "C", "C", "N", "C", "C", "C", "N", "H", "H", "H", "H", "H", "H", "H", "H", "H", "H", "H", "H", "H", "H"],
  "coordinates": [[1.498, 0.435, 1.780], [0.892, 0.215, -0.055], [1.228, 1.831, -0.996], [1.826, -1.268, -0.552], [-0.833, -0.157, 0.089], [-1.485, -0.550, 1.325], [-2.966, -0.558, 0.968], [-2.980, 0.569, 0.040], [-1.952, 0.935, -0.556], [2.488, 0.024, 2.004], [1.200, 1.304, 2.313], [0.916, -0.373, 2.223], [0.292, 1.938, -1.573], [1.518, 2.627, -0.372], [2.023, 1.640, -1.781], [1.080, -2.113, -0.425], [2.096, -1.423, -1.603], [2.801, -1.386, 0.030], [-1.252, 0.304, 2.111], [-1.182, -1.531, 1.809], [-3.421, -0.370, 1.948], [-3.414, -1.440, 0.623], [-4.002, 1.095, -0.218]]
}